Formula: C3H5N3S
Source: OMol25
Level of theory: ωB97M-V with the def2-TZVPD basis set

```
! wB97M-V def2-TZVPD RIJCOSX def2/J DEFGRID3
* xyz 0 1
C -0.79 -1.66 -0.62
C -0.08 0.53 0.06
C 0.98 1.34 0.68
N -1.98 -1.29 -0.35
N -1.30 0.74 0.22
N -2.29 -0.06 -0.02
S 0.63 -0.66 -1.25
H -0.45 -2.64 -0.88
H 1.38 1.79 -0.17
H 1.73 0.79 1.16
H 0.65 2.08 1.46
H 1.52 -0.95 -0.29
*
```

Calculated values
Energy above the lowest of the compared OMol25 structures with the same formula, charge and spin: 134.27 kcal/mol
HOMO energy: -7.85 eV
E_LUMO: 0.002 Eh

Formula: C3H5N3S
Source: OMol25
Level of theory: ωB97M-V with the def2-TZVPD basis set

```
! wB97M-V def2-TZVPD RIJCOSX def2/J DEFGRID3
* xyz 0 1
C 1.68 0.00 0.88
C 0.68 1.87 -0.15
C -0.40 -0.35 -0.27
N 2.90 -0.06 0.57
N 0.65 0.61 0.10
N 4.03 0.29 0.38
S 5.28 -0.21 -0.39
H 1.34 -0.58 1.74
H -0.22 2.17 -0.73
H -0.82 -0.06 -1.23
H 0.01 -1.36 -0.35
H -1.19 -0.35 0.48
*
```

Calculated values
Energy above the lowest of the compared OMol25 structures with the same formula, charge and spin: 142.32 kcal/mol
HOMO energy: -8.01 eV
E_LUMO: -0.004 Eh

Formula: C3H5N3S2
Source: OMol25
Level of theory: ωB97M-V with the def2-TZVPD basis set

```
! wB97M-V def2-TZVPD RIJCOSX def2/J DEFGRID3
* xyz 0 1
C -1.86 0.63 -0.01
C 1.10 -0.98 0.00
C 2.25 -0.02 -0.01
H -2.34 -1.39 0.01
H -3.76 -0.29 -0.02
H -2.26 1.61 0.04
H 1.40 -1.97 -0.03
H 3.22 1.98 0.07
N -2.73 -0.39 -0.01
N -0.56 0.56 0.00
N -0.16 -0.78 -0.01
S 1.93 1.70 -0.01
S 3.77 -0.66 -0.01
*
```

Calculated values
Energy above the lowest of the compared OMol25 structures with the same formula, charge and spin: 37.37 kcal/mol
HOMO energy: -8.62 eV
SMILES: N/C=N\N=C/C(=S)S
E_LUMO: -0.030 Eh

Formula: C3H5N3S2
Source: OMol25
Level of theory: ωB97M-V with the def2-TZVPD basis set

```
! wB97M-V def2-TZVPD RIJCOSX def2/J DEFGRID3
* xyz 0 1
C -1.11 0.09 -0.10
C -0.31 -1.01 -0.20
C 1.01 -0.41 -0.06
H -2.78 1.06 -0.56
H -3.11 -0.65 -0.20
H -0.48 -2.06 -0.54
H 2.06 -2.31 0.89
H 2.26 2.02 1.10
N -2.47 0.24 0.02
N 0.84 0.88 -0.01
N -0.53 1.30 0.00
S 2.53 -1.18 -0.13
S 2.08 2.03 -0.20
*
```

Calculated values
Energy above the lowest of the compared OMol25 structures with the same formula, charge and spin: 55.59 kcal/mol
HOMO energy: -8.37 eV
SMILES: Nc1cc(S)n(S)n1
E_LUMO: 0.007 Eh

Formula: C3H5N4O2
Source: OMol25
Level of theory: ωB97M-V with the def2-TZVPD basis set

```
! wB97M-V def2-TZVPD RIJCOSX def2/J DEFGRID3
* xyz 1 1
C -3.84 -0.01 -0.10
C -0.67 -1.28 0.47
C 1.30 0.16 -0.26
N -1.67 1.70 0.07
N -0.77 1.00 -0.01
N -3.35 1.00 0.46
N -0.10 -0.03 0.07
O -4.26 -0.87 -0.74
O -1.87 -1.32 0.57
H 0.03 -2.01 0.61
H 1.82 -0.70 -0.67
H 1.50 1.03 -0.98
H 1.99 0.38 0.65
H -3.93 1.82 0.54
*
```

Calculated values
Energy above the lowest of the compared OMol25 structures with the same formula, charge and spin: 87.50 kcal/mol
HOMO energy: -15.15 eV
E_LUMO: -0.178 Eh

Formula: C3H5N4O2S
Source: OMol25
Level of theory: ωB97M-V with the def2-TZVPD basis set

```
! wB97M-V def2-TZVPD RIJCOSX def2/J DEFGRID3
* xyz -1 1
C -0.07 1.64 0.00
C 1.04 -0.51 0.30
C 1.06 0.83 0.83
N 0.22 -1.47 0.80
N 0.45 -2.54 0.14
N 1.80 -0.94 -0.69
N 1.40 -2.21 -0.74
O 0.31 2.16 -1.04
O -1.12 1.59 0.58
S -3.83 1.00 -0.60
H 2.08 1.39 0.81
H 0.81 1.02 1.90
H -3.54 -0.33 -0.67
H 1.85 -2.69 -1.48
H -2.46 1.04 -0.13
*
```

Calculated values
Energy above the lowest of the compared OMol25 structures with the same formula, charge and spin: 0.00 kcal/mol
HOMO energy: -4.61 eV
E_LUMO: 0.134 Eh

Formula: C3H5N5
Source: OMol25
Level of theory: ωB97M-V with the def2-TZVPD basis set

```
! wB97M-V def2-TZVPD RIJCOSX def2/J DEFGRID3
* xyz 0 1
C -1.01 1.84 0.45
C -0.39 -0.50 -0.03
C 0.80 -2.00 -0.65
H 0.22 3.40 0.90
H -1.97 2.25 0.91
H -2.32 0.18 0.26
H 1.04 -2.92 -1.16
H 1.24 0.81 0.60
N 0.15 2.40 0.51
N -1.41 0.47 0.08
N -0.54 -1.67 -0.63
N 1.72 -1.08 -0.16
N 0.84 -0.08 0.19
*
```

Calculated values
Energy above the lowest of the compared OMol25 structures with the same formula, charge and spin: 39.85 kcal/mol
HOMO energy: -8.90 eV
E_LUMO: 0.023 Eh

Formula: C3H5N5
Source: OMol25
Level of theory: ωB97M-V with the def2-TZVPD basis set

```
! wB97M-V def2-TZVPD RIJCOSX def2/J DEFGRID3
* xyz 0 1
C -1.14 -0.42 -0.79
C 1.19 0.33 -1.01
C 0.36 -0.29 1.02
H -2.81 -0.01 -1.91
H -1.98 -0.83 -0.02
H 0.86 0.75 -2.04
H 2.26 1.19 1.72
H -0.32 -0.12 2.76
N -1.55 -0.39 -2.05
N 0.06 -0.33 -0.29
N 2.10 0.55 -0.23
N 1.72 -0.02 1.02
N -0.75 -0.41 1.82
*
```

Calculated values
Energy above the lowest of the compared OMol25 structures with the same formula, charge and spin: 160.82 kcal/mol
HOMO energy: -8.94 eV
E_LUMO: -0.032 Eh

Formula: C3H5N5
Source: OMol25
Level of theory: ωB97M-V with the def2-TZVPD basis set

```
! wB97M-V def2-TZVPD RIJCOSX def2/J DEFGRID3
* xyz 0 1
C -0.40 0.34 1.50
C -0.47 0.08 0.05
C 0.04 -0.58 -1.91
H 1.76 -0.32 0.57
H 2.62 -0.10 2.17
H -1.29 0.54 2.09
H 0.51 -0.96 -2.77
H -1.66 0.34 -2.72
N 1.83 -0.05 1.52
N 0.72 0.36 2.14
N 0.51 -0.59 -0.62
N -1.17 0.00 -1.90
N -1.44 0.50 -0.73
*
```

Calculated values
Energy above the lowest of the compared OMol25 structures with the same formula, charge and spin: 44.39 kcal/mol
HOMO energy: -8.11 eV
SMILES: N/N=C\c1nc[nH]n1
E_LUMO: 0.027 Eh

Formula: C3H5N5
Source: OMol25
Level of theory: ωB97M-V with the def2-TZVPD basis set

```
! wB97M-V def2-TZVPD RIJCOSX def2/J DEFGRID3
* xyz 2 1
C -0.89 -1.03 -0.82
C -1.61 0.87 0.16
C 1.08 -0.10 0.40
N 2.30 0.17 -0.39
N 3.15 0.24 -1.04
N -1.62 0.04 -0.73
N -1.76 1.71 0.91
N 0.29 -1.08 -0.20
H -1.46 -1.74 -1.42
H 1.47 -0.35 1.44
H 0.38 0.84 0.45
H -2.10 2.52 1.39
H 0.77 -2.10 -0.16
*
```

Calculated values
Energy above the lowest of the compared OMol25 structures with the same formula, charge and spin: 0.00 kcal/mol
HOMO energy: -20.22 eV
SMILES: N#[N+]C/[NH+]=C\N=C=N
E_LUMO: -0.370 Eh

Formula: C3H5N5O4
Source: OMol25
Level of theory: ωB97M-V with the def2-TZVPD basis set

```
! wB97M-V def2-TZVPD RIJCOSX def2/J DEFGRID3
* xyz 0 1
C 0.78 -1.51 -0.02
C -0.49 -1.36 0.18
C 0.07 1.35 -0.05
N 1.52 0.31 1.41
N 1.78 -0.71 0.51
N 0.74 1.38 0.99
N -1.77 -1.32 0.26
N 3.08 -0.72 -0.02
O -2.39 -1.89 1.19
O -2.46 -0.89 -0.88
O 3.44 -1.50 -0.87
O 3.82 0.10 0.49
H 1.10 -2.47 -0.44
H 0.16 0.56 -0.83
H -3.36 -1.16 -0.70
H -0.63 2.11 -0.36
H 2.37 0.45 1.94
*
```

Calculated values
Energy above the lowest of the compared OMol25 structures with the same formula, charge and spin: 76.02 kcal/mol
HOMO energy: -9.45 eV
SMILES: C=NNN(C=C=[N+]([O-])O)[N+](=O)[O-]
E_LUMO: -0.011 Eh

Formula: C3H5NO
Source: OMol25
Level of theory: ωB97M-V with the def2-TZVPD basis set

```
! wB97M-V def2-TZVPD RIJCOSX def2/J DEFGRID3
* xyz 0 1
C -0.43 -0.35 -0.79
C -0.35 0.92 0.02
N 1.05 1.20 0.32
C 1.67 0.25 -0.24
O 0.84 -0.69 -0.91
H -1.98 -2.13 1.08
H -1.80 -1.84 0.42
H -0.80 1.74 -0.56
H -0.94 0.84 0.94
H 2.73 0.05 -0.29
*
```

Calculated values
Energy above the lowest of the compared OMol25 structures with the same formula, charge and spin: 88.94 kcal/mol
HOMO energy: -9.35 eV
E_LUMO: 0.015 Eh

Formula: C3H5NO
Source: OMol25
Level of theory: ωB97M-V with the def2-TZVPD basis set

```
! wB97M-V def2-TZVPD RIJCOSX def2/J DEFGRID3
* xyz 0 1
C -1.02 -0.18 -0.12
C 0.37 -0.70 0.24
O 1.11 -1.27 -0.78
C 0.11 0.72 0.25
N 0.50 1.92 0.33
H -1.29 -0.24 -1.18
H -0.38 2.37 0.14
H -1.85 -0.48 0.54
H 0.44 -1.16 1.23
H 2.02 -0.98 -0.66
*
```

Calculated values
Energy above the lowest of the compared OMol25 structures with the same formula, charge and spin: 54.53 kcal/mol
HOMO energy: -9.63 eV
SMILES: [H]/N=C1\C[C@H]1O
E_LUMO: 0.029 Eh

Formula: C3H5NO
Source: OMol25
Level of theory: ωB97M-V with the def2-TZVPD basis set

```
! wB97M-V def2-TZVPD RIJCOSX def2/J DEFGRID3
* xyz 0 1
C 0.03 -0.70 -0.94
C 0.70 0.04 -0.04
C -0.20 0.17 1.04
H -1.01 -0.48 -1.18
H 1.72 -0.19 0.10
H -1.30 -0.43 0.83
H 0.11 0.28 2.07
H -0.50 1.67 -0.43
N 0.19 1.37 0.17
O 0.26 -1.73 -1.61
*
```

Calculated values
Energy above the lowest of the compared OMol25 structures with the same formula, charge and spin: 76.06 kcal/mol
HOMO energy: -9.85 eV
SMILES: O=C[C@@H]1CN1
E_LUMO: 0.036 Eh

Formula: C3H5NO
Source: OMol25
Level of theory: ωB97M-V with the def2-TZVPD basis set

```
! wB97M-V def2-TZVPD RIJCOSX def2/J DEFGRID3
* xyz 0 1
C -0.78 -0.66 -0.02
C -0.55 0.81 0.24
N 0.77 0.94 -0.39
C 1.40 -0.16 -0.26
O 0.77 -1.27 0.09
H -1.17 -1.34 0.71
H -1.18 -0.77 -1.04
H -1.25 1.53 -0.21
H -0.49 1.07 1.31
H 2.48 -0.14 -0.42
*
```

Calculated values
Energy above the lowest of the compared OMol25 structures with the same formula, charge and spin: 33.23 kcal/mol
HOMO energy: -9.47 eV
SMILES: C1=NCCO1
E_LUMO: 0.037 Eh

Formula: C3H5NO
Source: OMol25
Level of theory: ωB97M-V with the def2-TZVPD basis set

```
! wB97M-V def2-TZVPD RIJCOSX def2/J DEFGRID3
* xyz 0 1
C 0.56 0.69 1.04
O 0.89 0.47 -0.32
C -0.08 -0.16 -1.10
C -0.91 -1.19 -0.42
N -1.61 -1.97 0.07
H 1.29 1.41 1.42
H 0.64 -0.24 1.61
H -0.45 1.09 1.17
H 0.46 -0.66 -1.92
H -0.78 0.56 -1.54
*
```

Calculated values
Energy above the lowest of the compared OMol25 structures with the same formula, charge and spin: 27.62 kcal/mol
HOMO energy: -10.64 eV
SMILES: COCC#N
E_LUMO: 0.029 Eh

Formula: C3H5NO
Source: OMol25
Level of theory: ωB97M-V with the def2-TZVPD basis set

```
! wB97M-V def2-TZVPD RIJCOSX def2/J DEFGRID3
* xyz 0 1
C -0.17 0.56 -0.68
C -1.18 -0.70 0.31
C 0.93 0.30 0.09
N 2.01 0.12 0.60
O -2.33 -0.34 0.55
H 2.83 0.69 0.40
H -0.95 -1.66 -0.19
H -0.15 0.19 -1.70
H -0.61 1.55 -0.58
H -0.38 -0.71 1.20
*
```

Calculated values
Energy above the lowest of the compared OMol25 structures with the same formula, charge and spin: 99.74 kcal/mol
HOMO energy: -8.33 eV
E_LUMO: -0.004 Eh

Formula: C3H5NO
Source: OMol25
Level of theory: ωB97M-V with the def2-TZVPD basis set

```
! wB97M-V def2-TZVPD RIJCOSX def2/J DEFGRID3
* xyz 0 1
O 1.47 -1.53 1.65
C 2.13 -0.91 0.96
C -0.26 0.29 -0.74
C -1.37 -0.41 -0.50
N 0.23 1.33 0.04
H 1.24 1.36 0.11
H 0.32 0.11 -1.64
H -1.72 -1.15 -1.21
H -1.98 -0.25 0.39
H -0.20 1.40 0.96
*
```

Calculated values
Energy above the lowest of the compared OMol25 structures with the same formula, charge and spin: 21.21 kcal/mol
HOMO energy: -8.49 eV
E_LUMO: 0.040 Eh

Formula: C3H5NO
Source: OMol25
Level of theory: ωB97M-V with the def2-TZVPD basis set

```
! wB97M-V def2-TZVPD RIJCOSX def2/J DEFGRID3
* xyz 0 1
C 0.90 0.60 -0.59
C -0.10 0.40 0.87
N -0.97 -0.64 0.49
C -0.96 -1.20 -0.58
O 0.47 -0.30 -1.52
H 0.75 1.66 -0.88
H 1.94 0.44 -0.24
H 0.45 0.07 1.77
H -0.71 1.27 1.14
H -1.64 -2.02 -0.90
*
```

Calculated values
Energy above the lowest of the compared OMol25 structures with the same formula, charge and spin: 71.99 kcal/mol
HOMO energy: -9.38 eV
E_LUMO: 0.036 Eh

Formula: C3H5NO
Source: OMol25
Level of theory: ωB97M-V with the def2-TZVPD basis set

```
! wB97M-V def2-TZVPD RIJCOSX def2/J DEFGRID3
* xyz 0 1
O 1.90 -1.12 0.28
C 1.28 0.07 0.32
N 0.05 0.13 0.02
C -1.22 0.80 -0.03
C -1.08 -0.70 -0.23
H 1.88 0.92 0.63
H -1.59 1.18 0.92
H -1.30 1.51 -0.86
H -1.11 -1.00 -1.28
H 1.19 -1.79 0.25
*
```

Calculated values
Energy above the lowest of the compared OMol25 structures with the same formula, charge and spin: 91.71 kcal/mol
HOMO energy: -7.39 eV
E_LUMO: 0.034 Eh